*P*
The following is a DFT calculation (ωB97M-V/def2-TZVPD) of a cluster of 2 separate species, C4H7NO in total.

## Properties
SMILES: C=C=C.NC=O
gap between HOMO and LUMO (spin up / spin down): 8.12 / 7.35 eV
highest occupied orbital energy (spin up / spin down): -0.3036 / -0.2889 hartree

Each line ends with the Löwdin charge.
CARTESIAN COORDINATES (ANGSTROEM)
O -1.257 1.540 -0.398  0.001
H 1.787 -1.891 0.233  0.060
C 0.762 0.856 1.662  0.006
C -0.542 0.720 -0.972  -0.417
H 1.186 1.841 1.525  0.068
C 0.804 -0.116 0.785  -0.213
H -1.242 -0.296 -2.657  0.079
N -1.161 -0.399 -1.650  0.059
H 0.597 -2.137 1.398  0.061
H 0.016 0.826 2.450  0.077
C 0.869 -1.452 0.604  0.002
H 0.310 1.033 -1.611  0.137
H -2.129 -0.526 -1.371  0.079

*Q*
The following is a DFT calculation (ωB97M-V/def2-TZVPD) of the molecule C4H7NO.

## Properties
SMILES: C[C@H]1CN1C=O
gap between HOMO and LUMO: 10.69 eV
highest occupied orbital energy: -0.3585 hartree

Each line ends with the Löwdin charge.
CARTESIAN COORDINATES (ANGSTROEM)
C -0.101 -0.980 1.228  -0.054
H 0.565 -1.647 1.785  0.079
C 0.724 0.031 0.463  -0.292
H -0.713 -1.596 0.562  0.083
H 0.379 -0.882 -1.532  0.120
H 1.874 0.180 -1.475  0.108
N 0.138 0.970 -0.465  -0.027
C 0.927 -0.094 -1.017  -0.071
H -0.761 -0.497 1.957  0.076
H 1.548 0.463 1.031  0.134
C -1.178 1.246 -0.769  -0.329
H -1.773 1.519 0.123  0.135
O -1.628 1.286 -1.892  0.040

Stability summary - winner: *Q*; margin: 467.2 kJ/mol.

*P*
The following is a DFT calculation (ωB97M-V/def2-TZVPD) of a structure of composition C4H7NO.

## Properties
gap between HOMO and LUMO: 9.87 eV
highest occupied orbital energy: -0.3306 hartree

Each line ends with the Löwdin charge.
CARTESIAN COORDINATES (ANGSTROEM)
H -2.068 0.266 -1.298  0.096
C -1.366 0.534 0.831  -0.183
O 2.337 -1.811 -0.229  0.043
H 1.514 -0.568 -1.618  0.142
N 1.296 0.162 0.299  0.043
C -1.335 -0.044 -0.556  -0.185
H -1.070 -0.131 1.637  0.097
C 1.753 -0.809 -0.567  -0.376
H -2.128 1.256 1.117  0.095
H -1.033 -1.084 -0.647  0.098
H 0.995 1.190 -0.102  0.079
H 1.455 0.027 1.292  0.133
C -0.351 1.013 -0.160  -0.083

*Q*
The following is a DFT calculation (ωB97M-V/def2-TZVPD) of the molecule C4H7NO.

## Properties
gap between HOMO and LUMO (spin up / spin down): 7.61 / 8.11 eV
highest occupied orbital energy (spin up / spin down): -0.2591 / -0.2699 hartree

Each line ends with the Löwdin charge.
CARTESIAN COORDINATES (ANGSTROEM)
H -2.466 -0.334 -0.199  0.088
C -0.252 -1.487 -0.080  0.016
C 1.943 0.631 0.288  -0.098
H -1.004 -2.134 -0.512  0.065
C -1.704 0.447 -0.212  -0.011
N -0.379 -0.175 -0.179  -0.225
H 0.720 -1.877 0.192  0.068
O 1.015 1.757 0.380  -0.024
H 2.071 0.131 1.250  0.110
H 2.854 0.764 -0.292  0.101
H -1.804 1.078 -1.096  0.097
H -1.799 1.063 0.687  0.101
C 0.682 0.656 -0.408  -0.290

Stability summary - winner: *Q*; margin: 29.4 kJ/mol.

*P*
The following is a DFT calculation (ωB97M-V/def2-TZVPD) of a structure of composition C4H7NO.

## Properties
gap between HOMO and LUMO: 8.69 eV
highest occupied orbital energy: -0.2998 hartree

Each line ends with the Löwdin charge.
CARTESIAN COORDINATES (ANGSTROEM)
C 0.563 1.301 -0.175  -0.238
H 1.351 1.023 -1.332  0.209
O -0.146 2.465 -0.193  -0.004
C 0.268 0.164 -1.107  -0.388
H -1.318 -3.251 1.774  0.009
N 0.590 -1.104 -0.919  0.008
C -0.765 -1.109 1.362  -0.032
H 1.194 1.174 0.701  0.131
H 1.457 -1.212 -0.389  0.041
H -0.656 -0.045 1.235  0.015
C -1.135 -2.219 1.658  0.016
H -0.667 0.313 -1.658  0.124
H -0.737 2.502 -0.957  0.109

*Q*
The following is a DFT calculation (ωB97M-V/def2-TZVPD) of the molecule C4H7NO.

## Properties
SMILES: O[C@H]1CN2C[C@@H]12
gap between HOMO and LUMO: 10.44 eV
highest occupied orbital energy: -0.3516 hartree

Each line ends with the Löwdin charge.
CARTESIAN COORDINATES (ANGSTROEM)
H -1.259 -1.358 1.329  0.094
H -0.700 2.138 -0.008  0.110
H -1.724 0.191 -0.936  0.149
H 1.599 -0.320 1.049  0.107
H 0.221 -1.264 -1.613  0.131
C -0.247 1.181 0.255  -0.115
N 0.832 0.764 -0.702  -0.018
O -1.839 -0.814 0.783  -0.008
C -1.055 -0.082 -0.115  -0.350
C 0.214 -0.623 -0.735  -0.186
C 1.487 -0.347 -0.033  -0.135
H 2.370 -0.685 -0.571  0.109
H 0.103 1.218 1.294  0.113

Stability summary - winner: *Q*; margin: 383.6 kJ/mol.

*P*
The following is a DFT calculation (ωB97M-V/def2-TZVPD) of a cluster of 3 separate species, C7H12O3 in total.

## Properties
gap between HOMO and LUMO: 8.80 eV
highest occupied orbital energy: -0.3413 hartree

Each line ends with the Löwdin charge.
CARTESIAN COORDINATES (ANGSTROEM)
C 0.344 0.292 -0.400  -0.106
H -1.104 -0.707 -1.739  0.141
O 3.302 0.631 -0.436  -0.044
O 1.348 0.034 -2.089  -0.096
O 1.625 1.956 -0.020  -0.002
H -2.358 -1.936 0.082  0.087
H -0.994 -1.712 1.193  0.074
C -1.268 -1.803 0.133  -0.055
H -0.813 -2.724 -0.259  0.082
H 0.876 0.239 1.745  0.128
C -1.044 0.827 -0.204  -0.214
C -1.681 1.124 1.132  -0.041
H -1.396 0.400 1.907  0.072
H -1.332 1.517 -1.001  0.156
C 2.357 0.979 0.363  -0.509
H -1.379 2.118 1.494  0.091
H 1.669 -1.059 0.738  0.127
H 1.510 -0.910 -2.181  0.054
H 2.679 0.245 -1.587  0.253
H -2.776 1.120 1.044  0.091
C -0.850 -0.599 -0.680  -0.247
C 1.282 -0.033 0.764  -0.042

*Q*
The following is a DFT calculation (ωB97M-V/def2-TZVPD) of a cluster of 2 separate species, C7H12O3 in total.

## Properties
SMILES: C#C[C@H](CO)[C@@H](C)C=O.O
gap between HOMO and LUMO: 10.48 eV
highest occupied orbital energy: -0.3647 hartree

Each line ends with the Löwdin charge.
CARTESIAN COORDINATES (ANGSTROEM)
C -3.049 -1.293 -4.360  -0.107
H 2.917 -2.271 -2.388  0.019
C -4.204 -1.356 -4.720  0.128
H -5.259 -1.327 -4.930  0.031
H -1.742 0.909 -4.175  0.132
H 0.150 -3.377 -6.080  0.090
H -0.301 -4.472 -3.583  0.134
O -0.236 -3.134 -2.124  0.000
H 1.545 -2.138 -1.631  0.098
O 0.218 0.353 -3.846  -0.043
H -1.654 -1.230 -2.815  0.155
C -0.234 -2.396 -5.770  -0.049
C -1.650 -1.240 -3.916  -0.267
H 0.880 -0.151 -4.351  0.079
C -0.319 -3.388 -3.331  -0.219
H 0.578 -1.658 -5.798  0.078
O 2.155 -1.684 -2.373  -0.112
C -0.865 -2.479 -4.389  -0.290
H -0.924 0.064 -5.499  0.116
H -0.996 -2.104 -6.505  0.094
C -1.040 0.091 -4.406  -0.243
H -1.626 -3.372 -4.561  0.175

*R*
The following is a DFT calculation (ωB97M-V/def2-TZVPD) of the molecule C7H12O3.

## Properties
SMILES: C=C(O)C(C)(C)C(=O)OC
gap between HOMO and LUMO: 9.77 eV
highest occupied orbital energy: -0.3319 hartree

Each line ends with the Löwdin charge.
CARTESIAN COORDINATES (ANGSTROEM)
H 1.379 3.435 0.176  0.108
C -0.045 0.365 -0.373  -0.372
C -1.462 0.497 0.197  -0.019
C 1.364 1.574 1.659  0.049
H -0.618 -0.160 -2.390  0.092
C 0.644 -0.881 0.039  -0.296
O 0.902 2.740 -0.309  0.001
H -2.151 -0.141 -0.363  0.090
H -1.686 -3.097 0.541  0.084
C -0.637 -3.050 0.219  -0.120
H -0.431 -3.926 -0.404  0.083
O 1.622 -1.292 0.584  0.170
C 0.882 1.561 0.411  -0.276
H -1.506 0.163 1.238  0.098
O -0.443 -1.874 -0.541  -0.168
H 1.875 2.437 2.077  0.063
C 0.030 0.562 -1.887  -0.019
H -0.327 1.554 -2.176  0.092
H 1.366 0.690 2.284  0.060
H -1.797 1.536 0.157  0.097
H -0.009 -3.117 1.118  0.084
H 1.049 0.424 -2.258  0.101

*S*
The following is a DFT calculation (ωB97M-V/def2-TZVPD) of a structure of composition C7H12O3.

## Properties
gap between HOMO and LUMO (spin up / spin down): 7.09 / 7.10 eV
highest occupied orbital energy (spin up / spin down): -0.2833 / -0.2833 hartree

Each line ends with the Löwdin charge.
CARTESIAN COORDINATES (ANGSTROEM)
O -1.378 0.724 1.116  -0.056
C -1.289 -0.745 -0.889  -0.025
H -2.368 -0.893 -0.766  0.105
H 2.636 0.340 -0.297  0.210
H 1.564 -0.614 -1.926  0.144
H -1.012 -2.266 1.695  0.096
H -1.029 2.495 0.092  0.127
H -0.936 -1.529 -1.562  0.118
H -2.581 1.663 -0.292  0.130
H 0.631 -1.602 1.925  0.087
O 1.729 -1.995 -0.436  0.006
C -1.512 1.526 -0.084  -0.117
H -0.598 1.087 -2.105  0.149
O 2.748 1.449 0.339  -0.177
H -0.755 -0.914 2.836  0.092
C -0.435 -1.347 1.880  0.020
C -0.675 -0.403 0.761  -0.387
C -0.802 0.672 -1.116  -0.199
H 1.255 1.048 0.224  0.227
C 0.317 0.007 -0.284  -0.274
C 1.451 -0.832 -0.836  -0.305
H 3.040 2.129 -0.274  0.028

Stability summary - winner: *R*; margin: 148.6 kJ/mol.

*P*
The following is a DFT calculation (ωB97M-V/def2-TZVPD) of the molecule C7H12O3.

## Properties
SMILES: CC(=O)[C@H](C)[C@](C)(O)C=O
gap between HOMO and LUMO: 10.41 eV
highest occupied orbital energy: -0.3598 hartree

Each line ends with the Löwdin charge.
CARTESIAN COORDINATES (ANGSTROEM)
O 0.694 -2.243 0.801  0.063
O -1.889 -0.286 -1.111  0.061
C -0.058 -0.337 -2.617  -0.007
C -1.401 0.512 1.925  -0.011
O 0.942 0.137 2.136  -0.013
H 2.154 1.341 0.328  0.087
C -0.687 -0.075 -1.273  -0.363
H -1.568 -0.030 2.863  0.094
H -0.575 -1.181 -3.086  0.092
C 0.131 0.679 -0.129  -0.206
H -1.283 1.570 2.183  0.095
H 1.787 1.310 -1.396  0.085
H 0.992 -0.615 -2.526  0.074
C -0.150 -0.012 1.224  -0.503
C 1.621 0.785 -0.450  -0.064
C -0.294 -1.519 0.922  -0.150
H 1.581 -0.574 1.922  0.102
H -0.170 0.546 -3.249  0.100
H -1.327 -1.904 0.875  0.141
H -0.281 1.695 -0.130  0.154
H -2.302 0.405 1.315  0.085
H 2.085 -0.204 -0.526  0.086

*Q*
The following is a DFT calculation (ωB97M-V/def2-TZVPD) of a cluster of 2 separate species, C7H12O3 in total.

## Properties
gap between HOMO and LUMO: 8.17 eV
highest occupied orbital energy: -0.3440 hartree

Each line ends with the Löwdin charge.
CARTESIAN COORDINATES (ANGSTROEM)
H 0.913 -2.509 -1.379  0.095
H 2.634 -1.528 1.612  0.087
H 1.582 -3.302 0.059  0.100
H 1.345 1.226 -0.706  0.099
H -0.172 -3.032 -0.073  0.097
C -0.684 2.191 0.676  -0.006
H -0.287 3.123 0.272  0.091
H 1.795 0.114 1.698  0.075
O -1.731 1.674 -1.458  -0.016
C -0.865 1.179 -0.466  -0.512
C 0.810 -2.618 -0.300  -0.040
H -1.646 2.398 1.146  0.095
H 0.668 -0.314 -0.742  0.059
O -0.933 -0.934 0.833  0.046
C 0.427 0.793 -1.096  0.030
H 0.408 0.793 -2.181  0.109
H -0.001 1.798 1.430  0.077
C -1.636 -0.085 0.215  -0.519
C 1.847 -0.873 1.263  0.059
H -2.607 1.305 -1.220  0.091
O -2.847 -0.077 0.031  0.067
C 0.980 -1.321 0.387  -0.183

Stability summary - winner: *P*; margin: 299.5 kJ/mol.

*P*
The following is a DFT calculation (ωB97M-V/def2-TZVPD) of the ion C3H10N5 with charge +1.

## Properties
charge: +1
SMILES: C/C(N=C(N)N)=[NH+]/N
gap between HOMO and LUMO: 10.16 eV
highest occupied orbital energy: -0.4876 hartree

Each line ends with the Löwdin charge.
CARTESIAN COORDINATES (ANGSTROEM)
H 3.373 -0.280 0.146  0.127
C -0.879 -0.421 0.302  -0.363
N -1.567 0.401 -0.452  0.019
C 1.482 0.001 0.075  -0.490
H -1.009 -2.224 1.118  0.097
N 0.397 -0.701 0.163  0.164
H -1.662 -0.959 2.123  0.063
H 2.464 -1.699 -0.126  0.127
H 2.486 1.685 0.024  0.103
H -2.663 -1.619 0.833  0.136
C -1.602 -1.328 1.181  0.016
N -1.072 1.280 -1.367  0.057
H 0.815 1.900 -0.112  0.070
H -1.755 1.962 -1.745  0.137
H -2.574 0.388 -0.174  0.197
H -0.336 0.964 -2.008  0.127
N 1.570 1.362 0.201  0.211
N 2.533 -0.712 -0.182  0.202

*Q*
The following is a DFT calculation (ωB97M-V/def2-TZVPD) of the ion C3H10N5 with charge +1.

## Properties
charge: +1
SMILES: [H]/N=N/[C@@H](C)N(C)/[NH+]=N/[H]
gap between HOMO and LUMO: 8.75 eV
highest occupied orbital energy: -0.5028 hartree

Each line ends with the Löwdin charge.
CARTESIAN COORDINATES (ANGSTROEM)
H -1.456 0.700 -1.763  0.064
N 0.027 1.099 0.891  -0.018
H -0.573 1.889 1.025  0.196
H -0.049 -1.359 1.504  0.051
C 0.478 -0.667 -0.522  -0.317
N 1.852 -0.202 -0.531  -0.033
H 1.346 -2.244 0.781  0.093
H 3.005 1.077 -1.212  0.107
C 0.338 -1.806 0.616  0.003
H -0.270 -2.662 0.289  0.083
N 1.086 0.818 1.420  0.202
N -0.331 0.430 -0.134  -0.138
H 0.234 -1.017 -1.521  0.162
H 1.543 1.621 1.835  0.135
H -2.427 0.085 -0.276  0.143
N 1.959 0.914 -1.098  0.088
C -1.619 0.732 -0.768  0.058
H -1.904 1.780 -0.483  0.119

*R*
The following is a DFT calculation (ωB97M-V/def2-TZVPD) of the ion C3H10N5 with charge +1.

## Properties
charge: +1
SMILES: C[N@@H+]1CN=NN1CN
gap between HOMO and LUMO: 10.42 eV
highest occupied orbital energy: -0.5160 hartree

Each line ends with the Löwdin charge.
CARTESIAN COORDINATES (ANGSTROEM)
C 1.625 0.862 0.698  -0.119
H 2.275 1.722 0.389  0.162
H -1.778 -1.087 -1.102  0.133
H -1.275 -2.595 1.349  0.064
N 0.144 -0.686 -0.289  -0.021
H 0.313 2.754 -0.412  0.097
H 1.707 0.804 1.736  0.120
N 0.258 0.905 0.217  -0.017
N -1.632 -1.849 0.829  0.049
C -0.007 1.849 -0.803  0.003
C -1.043 -1.508 -0.410  -0.233
N 1.301 -1.079 -0.271  0.002
H -0.506 0.979 0.904  0.195
H 0.694 1.692 -1.603  0.124
H -0.616 -2.317 -1.076  0.160
H -2.662 -1.959 0.867  0.114
N 2.192 -0.355 0.106  0.071
H -0.989 1.867 -1.127  0.096

Stability summary - winner: *P*; margin: 361.7 kJ/mol.